[1]
The following is a DFT calculation (the ωB97M-V functional and the def2-TZVPD basis) of 2 unconnected molecules or ions with the total composition C2ClN3O4.

ORCA input file:
```
! wB97M-V def2-TZVPD RIJCOSX def2/J DEFGRID3
* xyz 0 3
C -1.00031 -0.93143 -0.76442
C 0.00263 -0.13181 -0.25150
N -1.81698 -1.59814 -1.23028
N 1.02939 -0.69912 0.61513
N 0.14613 1.24888 -0.71574
O 1.09845 -1.90326 0.57890
O 1.26161 1.66148 -0.83878
O 1.70639 0.05676 1.25071
O -0.89231 1.81875 -0.92320
Cl -1.53499 0.47788 2.27917
*
```

The gap between HOMO and LUMO (alpha / beta) comes out at 10.3 / 7.4 eV. The energy above the lowest of the compared OMol25 structures with the same formula, charge and spin comes out at 0.000 eV. The total energy comes out at -1001.28038 hartree. Its maximum force is 0.88 eV/Å. The HOMO energy (alpha / beta) comes out at -11.47 / -12.27 eV. The lowest unoccupied orbital energy (alpha / beta) is -1.17 / -4.85 eV.

[2]
The following is a DFT calculation (the ωB97M-V functional and the def2-TZVPD basis) of a molecular structure, C26H33N5PSeTeTi.

ORCA input file:
```
! wB97M-V def2-TZVPD RIJCOSX def2/J DEFGRID3
* xyz 1 1
Ti 1.01537 -0.75144 -0.50816
C 2.54201 1.22733 4.60379
C 2.02570 -0.01803 4.94470
C 1.39394 -0.80004 3.99371
C 1.28691 -0.31979 2.69260
C 1.80385 0.92017 2.34250
C 2.43136 1.69702 3.30313
N 0.63203 -1.05516 1.66024
N 0.00568 -2.08429 1.98808
C -0.67152 -2.71082 0.93220
C -1.49970 -3.77547 1.28062
C -2.27002 -4.37761 0.30347
C -2.18881 -3.91016 -1.00376
C -1.33434 -2.86458 -1.33992
C -0.55115 -2.22737 -0.37872
H 3.03479 1.83025 5.35550
H 2.11791 -0.38126 5.96067
H 0.98804 -1.76904 4.24449
H 1.71939 1.28289 1.32527
H 2.83508 2.66504 3.03600
H -1.53340 -4.10067 2.31346
H -2.92635 -5.20049 0.55327
H -2.79055 -4.37188 -1.77776
H -1.28231 -2.56262 -2.38040
Se 2.72336 2.25219 -2.44368
N 4.26696 1.36154 -2.68398
C 4.32147 0.35792 -1.88055
C 5.31835 -0.69917 -1.84118
C 4.97430 -1.82798 -1.20234
C 3.68434 -1.99434 -0.47182
N 3.00667 -0.77563 -0.08304
C 3.18397 0.20687 -0.98102
N 2.18455 1.05944 -1.15004
H 6.24634 -0.58609 -2.38406
H 5.62726 -2.69246 -1.21780
H 3.80452 -2.64096 0.39196
C -1.31707 3.04652 0.98090
C -1.30370 2.58682 -0.47711
C -0.16027 3.27611 -1.21988
P -1.26275 0.74645 -0.67833
C -1.76092 0.43516 -2.43905
C -0.52397 0.04091 -3.24679
C -2.53146 1.55042 -3.14224
C -2.69512 0.10414 0.30123
C -4.02812 0.75912 -0.06693
C -2.46026 0.11384 1.82669
H -1.29289 4.13823 1.00436
H -0.44329 2.68561 1.52952
H -2.20775 2.72690 1.51415
H -2.24825 2.88521 -0.93901
H 0.77559 3.11152 -0.68660
H -0.33721 4.35324 -1.23989
H -0.05744 2.93836 -2.25364
H -2.40999 -0.44189 -2.36105
H 0.19997 0.85631 -3.31155
H -0.79288 -0.24167 -4.26699
H -0.01177 -0.83207 -2.82350
H -1.90416 2.42940 -3.30103
H -3.42088 1.86091 -2.59738
H -2.85041 1.19900 -4.12577
H -2.74008 -0.93532 -0.02209
H -4.02303 1.83470 0.12031
H -4.82188 0.32736 0.54535
H -4.29440 0.58989 -1.11053
H -3.07282 0.87620 2.30700
H -1.42550 0.31010 2.11022
H -2.74498 -0.84727 2.25645
Te 2.04170 -2.84753 -1.68424
*
```

The gap between HOMO and LUMO comes out at 6.3 eV. The total energy comes out at -5144.35768 hartree. Its maximum force is 0.81 eV/Å. The HOMO energy comes out at -10.58 eV. The lowest unoccupied orbital energy is -4.27 eV.

[3]
The following is a DFT calculation (the ωB97M-V functional and the def2-TZVPD basis) of 3 unconnected molecules or ions with the total composition C27H51F3N2O7.

ORCA input file:
```
! wB97M-V def2-TZVPD RIJCOSX def2/J DEFGRID3
* xyz 0 1
C -0.45485 -3.89532 4.46939
C -1.73391 -3.14242 4.09683
C -1.74632 -2.68431 2.63004
C -2.44405 -1.35405 2.29579
C -2.18130 -0.19472 3.26814
C -3.24504 -0.00273 4.35693
C -4.59693 0.49961 3.80280
C -5.71444 -0.54634 3.88223
C -6.19010 -0.80991 5.32593
C -7.70850 -0.67842 5.49560
C -8.50025 -1.50060 4.53583
C -8.48566 -2.79450 4.22092
C -7.58859 -3.85167 4.78433
F -8.05700 -5.06636 4.60608
F -6.37101 -3.79666 4.23171
F -7.42175 -3.66765 6.10162
C -9.53232 -3.06186 3.18636
O -9.81370 -4.05004 2.60501
O -10.11819 -1.83730 2.87586
C -9.56370 -0.86963 3.67460
O -9.89703 0.26592 3.64214
H -0.16056 -4.58328 3.66906
H 0.37711 -3.20149 4.62615
H -0.57910 -4.48293 5.38198
H -2.59440 -3.79481 4.28382
H -1.84043 -2.28355 4.76390
H -0.71423 -2.64659 2.25555
H -2.23598 -3.46722 2.03755
H -3.52502 -1.51171 2.19318
H -2.10487 -1.06116 1.29576
H -1.19399 -0.31717 3.73023
H -2.14065 0.73921 2.69475
H -2.85812 0.70382 5.09814
H -3.40959 -0.94704 4.88943
H -4.91718 1.38484 4.36496
H -4.47479 0.81602 2.76079
H -5.35552 -1.48283 3.44072
H -6.55297 -0.21969 3.25409
H -5.85681 -1.79032 5.67625
H -5.72698 -0.07908 5.99806
H -8.00826 -0.96143 6.51179
H -8.00686 0.36497 5.35579
C 2.25229 2.81222 -2.06599
O 2.42554 1.73346 -2.95866
C 3.31898 0.71881 -2.52436
C 2.60656 -0.53367 -2.06603
N 1.90036 -0.32771 -0.81480
C 1.00530 -1.39537 -0.39318
C -0.07895 -1.89057 -1.34335
O -1.17293 -1.01247 -1.52070
C -0.92048 0.10959 -2.34111
H 1.78048 3.61980 -2.62350
H 1.60641 2.56071 -1.21652
H 3.21240 3.16583 -1.67708
H 3.97446 1.10371 -1.73535
H 3.94293 0.45877 -3.38430
H 3.36331 -1.31282 -1.91975
H 1.95679 -0.86507 -2.88726
H 1.40777 0.55382 -0.83104
H 0.50853 -1.05961 0.52119
H 1.61704 -2.26292 -0.11916
H -0.50478 -2.79112 -0.89461
H 0.33110 -2.18138 -2.31925
H -0.31324 -0.15649 -3.21198
H -0.42395 0.91944 -1.79752
H -1.88577 0.47706 -2.68734
C 4.60432 2.54473 -6.48198
O 5.79403 1.80409 -6.64692
C 6.83740 2.46215 -7.35123
C 7.95052 2.91988 -6.43449
N 7.52687 4.01684 -5.58377
C 8.41334 4.36946 -4.48411
C 8.85158 3.28944 -3.49990
O 7.82981 2.82159 -2.64058
C 6.97084 1.86476 -3.22624
H 3.82491 1.84412 -6.18652
H 4.68450 3.31139 -5.70224
H 4.30502 3.03148 -7.41550
H 6.43549 3.30623 -7.92202
H 7.25149 1.73917 -8.05863
H 8.78570 3.25741 -7.05862
H 8.29941 2.04099 -5.87574
H 6.59647 3.84297 -5.23164
H 7.91425 5.15271 -3.90886
H 9.32284 4.81695 -4.90212
H 9.60436 3.73988 -2.84912
H 9.32770 2.43938 -4.00569
H 7.53331 1.11902 -3.79696
H 6.22285 2.32209 -3.88026
H 6.44664 1.35968 -2.41535
*
```

The gap between HOMO and LUMO comes out at 7.4 eV. The total energy comes out at -1995.08695 hartree. Its maximum force is 0.84 eV/Å. The HOMO energy comes out at -8.67 eV. The lowest unoccupied orbital energy is -1.24 eV.

[4]
The following is a DFT calculation (the ωB97M-V functional and the def2-TZVPD basis) of a single C4H5N5O2 molecule at a distorted geometry.

ORCA input file:
```
! wB97M-V def2-TZVPD RIJCOSX def2/J DEFGRID3
* xyz 0 1
C -0.31736 2.08204 -1.78450
C 0.20778 0.80718 -0.20217
C -0.43251 -1.67067 1.76795
C -0.01102 -1.71049 0.33452
N -0.30376 0.78208 -1.47412
N -0.00512 2.88970 -0.80787
N -0.27718 -0.50998 2.16750
N 0.39276 2.12933 0.21857
N 0.60367 -0.23977 0.45832
O -1.00262 -1.79236 -0.60415
O 1.03392 -2.48180 0.05536
H -0.69678 2.50286 -2.70232
H -0.91778 -2.37338 2.51237
H 0.70627 2.64224 0.96008
H -0.76438 -1.14665 -1.25189
H 1.78411 -1.91034 0.35235
*
```

The gap between HOMO and LUMO (alpha / beta) comes out at 7.8 / 7.8 eV. The energy above the lowest of the compared OMol25 structures with the same formula, charge and spin comes out at 2.451 eV. The total energy comes out at -579.54518 hartree. Its maximum force is 6.10 eV/Å. The HOMO energy (alpha / beta) comes out at -8.81 / -8.81 eV. The lowest unoccupied orbital energy (alpha / beta) is -0.97 / -0.98 eV.

[5]
The following is a DFT calculation (the ωB97M-V functional and the def2-TZVPD basis) of a single C22H27FN2O3 molecule.

ORCA input file:
```
! wB97M-V def2-TZVPD RIJCOSX def2/J DEFGRID3
* xyz 0 1
O 2.81905 -2.19953 1.45988
C 2.16786 -1.31047 0.94485
N 0.83317 -1.36500 0.76770
C 0.01721 -2.46800 1.21271
C -0.80674 -2.11366 2.46137
C -1.72920 -3.26653 2.86595
C -2.86427 -3.44569 1.85904
C -3.57295 -2.12007 1.58610
N -2.60853 -1.13011 1.15172
C -3.20873 0.08920 0.64200
C -2.17200 0.91891 -0.06925
C -2.01438 2.27440 0.18952
C -1.04536 2.99684 -0.48331
C -0.20451 2.38936 -1.40058
C -0.34266 1.02879 -1.65128
O 0.44131 0.29649 -2.49838
C 1.51539 0.91320 -3.16723
C 1.08289 1.84601 -4.31190
O 1.47886 3.16197 -3.99130
C -1.33873 0.30792 -0.99306
C -1.66209 -0.86935 2.21854
C 2.79817 -0.04994 0.43565
C 2.19619 1.19276 0.60446
C 2.82693 2.34158 0.16121
C 4.05868 2.22884 -0.45882
F 4.67304 3.34630 -0.89861
C 4.68236 1.00580 -0.63352
C 4.04732 -0.13118 -0.17140
H 0.36282 -0.63167 0.25874
H 0.69100 -3.29659 1.44326
H -0.65244 -2.75012 0.39934
H -0.10868 -1.90361 3.27836
H -1.15833 -4.19228 2.95298
H -2.15540 -3.04250 3.84701
H -2.46993 -3.83496 0.92054
H -3.58741 -4.16795 2.24223
H -4.31483 -2.25804 0.79488
H -4.10526 -1.79095 2.49895
H -3.68694 0.68606 1.43970
H -3.98732 -0.19593 -0.07359
H -2.65312 2.76411 0.90980
H -0.93541 4.05375 -0.28976
H 0.53807 2.97694 -1.91411
H 2.10085 0.07775 -3.55587
H 2.13932 1.48666 -2.47224
H 1.55145 1.52802 -5.25137
H -0.00827 1.78393 -4.42911
H 1.26297 3.75027 -4.72195
H -1.45837 -0.74110 -1.21396
H -1.03205 -0.02416 1.93515
H -2.18152 -0.59658 3.15705
H 1.24280 1.27701 1.10496
H 2.37834 3.31354 0.29163
H 5.64706 0.95933 -1.11334
H 4.51230 -1.09977 -0.27137
*
```

The gap between HOMO and LUMO comes out at 9.3 eV. The energy above the lowest of the compared OMol25 structures with the same formula, charge and spin comes out at 0.000 eV. The total energy comes out at -1289.64454 hartree. Its maximum force is 0.61 eV/Å. The HOMO energy comes out at -8.67 eV. The lowest unoccupied orbital energy is 0.66 eV.

[6]
The following is a DFT calculation (the ωB97M-V functional and the def2-TZVPD basis) of a molecular structure, C13H10IN4O4RuS at a distorted geometry.

ORCA input file:
```
! wB97M-V def2-TZVPD RIJCOSX def2/J DEFGRID3
* xyz 2 2
Ru -0.39620 0.35698 -0.36041
O 3.67385 0.94626 -0.03347
C 2.41161 0.65414 -0.03069
O 1.59076 1.11485 -0.83502
C 1.98674 -0.30926 1.02942
C 2.74853 -0.97331 1.96156
C 2.09463 -1.86556 2.82281
C 0.72582 -2.08368 2.72729
C 0.01242 -1.38693 1.76542
N 0.66026 -0.53235 0.97526
C -1.48334 -1.50176 1.46585
O -2.16124 -2.23764 2.11735
O -1.89579 -0.73611 0.46165
H 3.90045 1.57155 -0.74616
H 3.81618 -0.81101 2.01722
H 2.67148 -2.39906 3.56662
H 0.20120 -2.77773 3.37101
I -0.13852 -2.04055 -6.03500
C -0.72762 -1.48762 -4.14546
C -1.83575 -1.96980 -3.43824
N -1.86814 -1.36082 -2.26366
N -0.84753 -0.47399 -2.14533
C -0.14305 -0.56938 -3.29984
H -2.57713 -2.70172 -3.71793
H -2.50570 -1.46673 -1.48109
H 0.72564 0.05115 -3.44995
S -2.30017 3.56312 2.11528
C -1.28499 4.25275 0.92214
C -0.67518 3.28486 0.20509
N -1.02845 2.00845 0.60059
C -1.88292 2.01866 1.61408
H -1.19232 5.32054 0.80876
H 0.02069 3.42252 -0.60785
H -2.29623 1.11920 2.04270
*
```

The gap between HOMO and LUMO (alpha / beta) comes out at 6.5 / 5.7 eV. The energy above the lowest of the compared OMol25 structures with the same formula, charge and spin comes out at 0.000 eV. The total energy comes out at -1811.61190 hartree. Its maximum force is 1.07 eV/Å. The HOMO energy (alpha / beta) comes out at -14.53 / -14.53 eV. The lowest unoccupied orbital energy (alpha / beta) is -8.00 / -8.81 eV.

[7]
The following is a DFT calculation (the ωB97M-V functional and the def2-TZVPD basis) of a molecular structure, C38H43AgO19 at a distorted geometry.

ORCA input file:
```
! wB97M-V def2-TZVPD RIJCOSX def2/J DEFGRID3
* xyz 0 1
Ag 13.28493 15.14694 14.05202
C 13.01584 11.25751 15.42675
C 13.30180 12.63718 14.95097
O 13.98226 13.50506 15.61955
O 12.73595 12.99038 13.86484
H 12.08603 10.95529 15.00957
H 13.13041 11.13298 16.51544
H 13.75920 10.66756 14.90558
C 11.48744 14.26333 11.07559
C 10.64637 13.93802 10.09121
C 10.49742 14.71432 8.84171
O 9.70270 14.40687 8.02382
C 11.40988 15.96241 8.65200
C 12.09724 16.38125 9.71082
C 12.29452 15.48152 10.92500
O 13.07452 15.87157 11.76042
H 11.68429 13.75637 12.00228
H 10.03081 13.03136 10.06053
H 11.44728 16.60916 7.79746
H 12.66956 17.29693 9.76046
C 13.84523 11.33509 11.70183
C 15.13649 11.52722 11.58280
C 16.13865 10.54853 12.06161
O 17.32720 10.71684 11.86402
C 15.57274 9.40980 12.89138
C 14.26812 9.17854 12.96344
C 13.35490 10.04803 12.29279
O 12.22335 9.68407 12.05829
H 13.06451 11.97408 11.32278
H 15.51680 12.43478 11.24870
H 16.23330 8.71571 13.36582
H 13.87231 8.35921 13.52599
C 14.28500 14.54624 18.57989
C 14.73099 15.76736 18.42730
C 16.04196 16.05774 17.73870
O 16.30848 17.19208 17.45749
C 16.79499 14.91988 17.26230
C 16.45729 13.68797 17.62396
C 15.05848 13.39511 18.09658
O 14.71977 12.22099 18.15503
H 13.28354 14.38692 19.03879
H 14.30474 16.74042 18.75156
H 17.76463 15.08501 16.79912
H 17.05663 12.84520 17.48619
C 19.06574 15.91155 14.40264
C 17.81862 16.34078 14.62482
C 16.66695 15.58568 14.06020
O 15.54036 16.01642 14.22010
C 16.86712 14.23326 13.47536
C 18.11541 13.80968 13.19804
C 19.32012 14.67688 13.49797
O 20.41947 14.31472 13.09058
H 19.96324 16.43872 14.86991
H 17.58798 17.17316 15.25550
H 15.94906 13.67253 13.49640
H 18.37333 12.79171 12.79434
C 13.27676 19.96484 16.80243
C 13.23292 18.63434 16.09268
O 12.24604 17.88086 16.93490
C 11.70282 16.74318 16.43124
O 11.73936 16.36250 15.30339
O 11.16772 15.98060 17.39027
C 10.42325 14.84085 16.92346
H 14.06536 20.61163 16.38759
H 13.43745 19.86469 17.87324
H 12.34531 20.40126 16.53573
H 14.18528 18.01455 16.09264
H 12.87917 18.73207 15.02608
H 11.16166 14.22487 16.40151
H 9.63620 15.15494 16.21174
H 10.04269 14.31576 17.78987
C 12.46747 9.40061 18.68446
C 12.09405 7.92589 18.45027
O 12.05703 7.59816 17.05991
C 11.06418 6.85681 16.68778
O 10.30828 6.29553 17.42407
O 11.00646 6.70415 15.36654
C 11.14428 7.89151 14.53861
H 11.70692 10.10390 18.34784
H 13.42755 9.63709 18.16126
H 12.60441 9.54612 19.77576
H 11.17648 7.64860 18.87758
H 12.93560 7.26716 18.77971
H 10.20153 8.13479 14.10358
H 11.72426 7.54519 13.70482
H 11.69261 8.78424 14.96103
C 8.19994 12.79540 13.22125
C 9.61890 12.26235 13.64573
O 9.61498 10.93112 14.27090
C 9.20995 10.91280 15.59617
O 9.14281 11.90414 16.30253
O 9.10546 9.59780 15.88567
C 8.90718 9.19518 17.27044
H 7.66186 12.00896 12.74800
H 8.35264 13.68154 12.59452
H 7.63946 13.21914 14.09123
H 10.09837 12.97713 14.26036
H 10.25667 12.08512 12.72900
H 8.00830 9.76295 17.70493
H 9.76724 9.51685 17.80412
H 8.62238 8.15784 17.17262
*
```

The gap between HOMO and LUMO comes out at 6.9 eV. The total energy comes out at -3050.17392 hartree. Its maximum force is 3.36 eV/Å. The HOMO energy comes out at -8.57 eV. The lowest unoccupied orbital energy is -1.71 eV.

[8]
The following is a DFT calculation (the ωB97M-V functional and the def2-TZVPD basis) of a molecular structure, C3H4AgFO3 at a distorted geometry.

ORCA input file:
```
! wB97M-V def2-TZVPD RIJCOSX def2/J DEFGRID3
* xyz -1 2
C 1.91601 -1.62346 -0.08353
C 3.17601 -1.52095 0.33431
H 1.48858 -2.62775 -0.09604
H 1.25410 -0.81261 -0.44130
F 3.77792 -0.29824 0.45994
H 3.83214 -2.33265 0.67933
Ag 3.07625 -1.84517 -2.85901
O -3.12970 1.34298 0.39326
C -1.82121 0.89838 0.38334
O -0.99422 1.61073 -0.21654
O -1.64919 -0.20555 0.93443
H -3.13725 2.22333 0.00187
*
```

The gap between HOMO and LUMO (alpha / beta) comes out at 7.3 / 5.5 eV. The energy above the lowest of the compared OMol25 structures with the same formula, charge and spin comes out at 0.000 eV. The total energy comes out at -589.25472 hartree. Its maximum force is 1.64 eV/Å. The HOMO energy (alpha / beta) comes out at -4.08 / -4.08 eV. The lowest unoccupied orbital energy (alpha / beta) is 3.22 / 1.42 eV.